No. 1
# B3F12Tl

A structure of composition B3F12Tl in a non-equilibrium geometry (wB97M-V/def2-TZVPD, the OMol25 dataset).

The total energy is -1445.59244 a.u. The net charge is 0. For the frontier orbital gap, the calculation gives 1.8 eV. For the LUMO energy, the calculation gives -10.70 eV.

Structure (XYZ):
```
16
B3F12Tl wB97M-V/def2-TZVPD
Tl -1.27889 -1.24377 -0.24244
B -3.50156 1.66791 -3.43480
F -4.00594 0.31476 -3.49480
F -3.65752 1.99492 -2.09916
F -2.09848 1.45607 -3.66428
F -4.17782 2.54866 -4.27176
B 1.19547 -3.15627 3.94350
F 1.64465 -1.96817 4.61890
F -0.16797 -3.08480 3.79424
F 1.67435 -3.14236 2.64218
F 1.57723 -4.23589 4.67299
B 2.59892 1.75476 -0.49650
F 3.60791 2.61839 -0.11408
F 2.87030 0.51874 -0.21645
F 1.44533 2.10109 0.18277
F 2.27402 1.85603 -1.82024
```

natural (NBO) population analysis, charges in e, atoms 1 to 6: atom 1 (Tl): 1.00, atom 2 (B): 1.33, atom 3 (F): -0.40, atom 4 (F): -0.44, atom 5 (F): -0.39, atom 6 (F): -0.51

---

No. 2
# C40H45N2O6SSi2Tc

A structure of composition C40H45N2O6SSi2Tc (wB97M-V/def2-TZVPD, the OMol25 dataset).

The total energy is -3170.16831 a.u. The net charge is 0. For the frontier orbital gap, the calculation gives 6.5 eV. For the LUMO energy, the calculation gives -0.89 eV.

Structure (XYZ):
```
97
C40H45N2O6SSi2Tc wB97M-V/def2-TZVPD
Tc 0.90533 0.44632 -0.81658
O 2.91130 5.82207 -3.13700
C 2.39970 4.70404 -2.59358
C 2.59646 4.34486 -1.26383
C 2.02656 3.17210 -0.80833
N 1.31071 2.38931 -1.60752
C 1.11833 2.73120 -2.88120
C 1.63384 3.88346 -3.43001
C 0.29488 1.78797 -3.69567
O -0.14050 2.02172 -4.77421
O 0.07702 0.58826 -3.02073
C 2.14045 2.67809 0.63435
O 2.66889 3.42046 1.44724
O 1.62428 1.52730 0.85352
H 3.42635 6.30821 -2.48284
H 3.16779 4.94595 -0.56800
H 1.45157 4.14175 -4.46213
O -0.11054 0.38364 2.89926
S 0.98723 0.77856 3.81616
C 0.45088 0.18433 5.48422
C -0.18657 -1.16062 5.33603
C 0.56481 -2.32448 5.45644
C -0.01860 -3.56473 5.24419
C -1.35950 -3.64950 4.90221
C -2.11321 -2.49163 4.77214
C -1.52950 -1.25332 4.98449
C 0.80871 2.57991 4.13205
C -0.61926 2.98894 4.26240
C -1.16495 3.32859 5.49718
C -2.51065 3.64409 5.61666
C -3.32961 3.61602 4.49818
C -2.79397 3.28468 3.26091
C -1.44887 2.97629 3.14230
H -0.25074 0.90809 5.89740
H 1.34731 0.14294 6.10431
H 1.61542 -2.25784 5.71539
H 0.57615 -4.46402 5.33917
H -1.81532 -4.61628 4.73112
H -3.15686 -2.55185 4.49167
H -2.10732 -0.34657 4.85301
H 1.30874 3.04161 3.28030
H 1.39027 2.79118 5.03155
H -0.52646 3.35777 6.37332
H -2.91774 3.91149 6.58326
H -4.38152 3.85389 4.58935
H -3.42946 3.25409 2.38522
H -1.03323 2.70135 2.18205
C -2.25215 -0.23295 0.78596
Si -0.75943 -1.16933 0.07937
C -0.12519 -2.35842 1.40244
C -1.59867 -2.33345 -1.19208
H -2.90726 -0.97945 1.24719
H -2.81999 0.24265 -0.01748
H -1.99521 0.50407 1.54422
H -0.95508 -2.90852 1.85477
H 0.39494 -1.82982 2.19925
H 0.55435 -3.08521 0.94994
H -1.63953 -3.33395 -0.75438
H -1.11119 -2.42513 -2.15799
H -2.62391 -2.00506 -1.37182
C 1.63473 -0.43851 -5.46063
Si 0.21688 -1.41048 -4.72589
C -0.80413 -2.15602 -6.09682
C 0.93654 -2.72796 -3.61700
N -0.77755 -0.28561 -3.74618
C -2.13437 0.01146 -3.55663
C -2.56025 1.09608 -2.78985
C -3.91478 1.33842 -2.60900
C -4.86927 0.51686 -3.17676
C -4.44578 -0.56911 -3.93128
C -3.10123 -0.82608 -4.11890
H 2.18664 -1.11839 -6.11440
H 2.33191 -0.09778 -4.69154
H 1.31797 0.41924 -6.05195
H -0.09909 -2.65756 -6.76454
H -1.34090 -1.40735 -6.67943
H -1.50956 -2.90866 -5.74880
H 1.89163 -3.07196 -4.01857
H 0.28208 -3.59309 -3.51299
H 1.11555 -2.33035 -2.61612
H -1.85501 1.75308 -2.30322
H -4.21524 2.18283 -2.00177
H -5.92257 0.70800 -3.02750
H -5.17162 -1.23795 -4.37543
H -2.80624 -1.69399 -4.68487
C 1.96712 -0.85223 -0.73424
C 3.07706 -1.77698 -0.64021
C 3.35682 -2.39826 0.57869
C 4.43067 -3.26676 0.68013
C 5.22783 -3.52472 -0.42677
C 4.95620 -2.90604 -1.63989
C 3.88825 -2.03144 -1.74765
H 2.72534 -2.19062 1.43125
H 4.64611 -3.74585 1.62614
H 6.06465 -4.20592 -0.34380
H 5.58093 -3.10345 -2.50123
H 3.67238 -1.53799 -2.68716
```

Löwdin population analysis, charges in e, atoms 1 to 6: atom 1 (Tc): 1.15, atom 2 (O): 0.10, atom 3 (C): -0.26, atom 4 (C): 0.09, atom 5 (C): -0.14, atom 6 (N): 0.03

---

No. 3
# C11H25AuCl2N2OP2

A structure of composition C11H25AuCl2N2OP2 in a non-equilibrium geometry (wB97M-V/def2-TZVPD, the OMol25 dataset).

The total energy is -2357.10536 a.u. The net charge is +2. Its expectation value of S² is 2.012. For the frontier orbital gap (alpha / beta), the calculation gives 9.4 / 5.8 eV. For the LUMO energy (alpha / beta), the calculation gives -5.92 / -10.01 eV. Its spin multiplicity is 3.

Structure (XYZ):
```
44
C11H25AuCl2N2OP2 wB97M-V/def2-TZVPD
C 1.25414 -0.08920 -4.50500
C 0.80018 -0.11256 -3.08658
H 2.34251 0.00724 -4.55233
H 0.79359 0.76749 -5.01599
H 0.95070 -1.00922 -5.02441
O 1.51132 -0.01664 -2.09019
Cl -1.00153 -0.31348 -2.96031
Au -0.31372 -0.03783 -0.21046
P -0.14548 2.32568 -0.30815
C 1.21525 2.96395 0.70439
C 0.17904 3.00548 -1.95425
H 0.32183 4.09266 -1.87274
H -1.71128 4.17035 -0.17751
H -0.67430 2.79915 -2.61162
H -2.52047 2.55592 -0.20342
H 2.15530 2.58983 0.27896
H 1.08284 2.55347 -2.37918
C -1.68576 3.14027 0.20396
H 1.21927 4.06267 0.69478
H -1.78386 3.15657 1.29554
H 1.13719 2.60946 1.73805
P 0.09391 -2.37658 -0.09451
C 1.53275 -2.73165 0.94703
C -1.31329 -3.30339 0.58142
H -0.34816 -3.04706 -2.36861
H 0.64708 -4.25808 -1.49731
H 1.39015 -2.74522 -2.09956
C 0.48257 -3.18476 -1.66720
H -2.21148 -2.99582 0.03354
H -1.14289 -4.38365 0.46737
H 1.61265 -3.81165 1.13280
H 1.45206 -2.19983 1.90095
H -1.46596 -3.06239 1.63947
H 2.42755 -2.37572 0.41961
Cl -2.72725 -0.18038 -0.08551
N -0.74398 0.90020 4.24999
C -0.65043 -0.47353 4.41188
C -0.47218 -0.98662 3.15124
N -0.42484 0.04917 2.24126
C -0.61164 1.16908 2.92836
H -0.89092 1.59114 4.97745
H -0.71769 -0.96810 5.36151
H -0.37223 -2.02266 2.85769
H -0.67253 2.17626 2.54759
```

natural (NBO) population analysis, charges in e, atoms 1 to 6: atom 1 (C): -0.75, atom 2 (C): 0.61, atom 3 (H): 0.27, atom 4 (H): 0.28, atom 5 (H): 0.28, atom 6 (O): -0.55